(1)
Molecular formula: C26H36N8O2P
Method: DFT, ωB97M-V/def2-TZVPD

Geometry as XYZ:
```
73
Properties=species:S:1:pos:R:3:forces:R:3:lowdin_charge:R:1
C 2.4229 -2.9701 0.1842 1.28 -0.59 1.40 -0.33
P 1.1008 -1.6321 -0.1428 -0.65 -1.04 -2.04 0.89
C -0.4435 -1.8654 0.9562 -0.24 -0.08 1.53 -0.31
C 1.8012 0.1426 -0.0801 2.69 -0.34 1.61 -0.37
N 0.7135 1.0921 -0.5698 0.60 0.39 -0.42 0.02
C 0.7459 2.4547 0.1147 -0.35 2.11 1.21 -0.07
C 0.5334 2.3172 1.7459 0.32 0.16 0.43 -0.32
N 1.2242 3.4552 2.5241 -0.28 -1.53 -0.74 0.02
N 1.1509 1.0243 2.2365 0.85 -0.94 -1.09 0.00
C 2.3509 0.6103 1.4088 -0.27 1.71 -0.57 -0.28
O 3.1643 -0.4646 2.0649 -3.71 1.35 -0.69 -0.11
N 4.4536 -0.1217 1.8668 3.51 -1.16 -3.72 -0.01
O 4.8503 -0.4907 0.7646 -1.22 1.28 3.53 0.05
H 2.5697 -3.1136 1.3556 -0.26 0.16 -2.50 0.06
H 2.1752 -4.0249 -0.3012 0.08 2.52 0.97 0.08
H 3.4637 -2.6480 -0.2478 -2.09 -0.41 0.75 0.05
H -0.1811 -2.7094 1.7468 -0.68 1.89 -1.42 0.05
H -0.7258 -0.8526 1.4960 0.59 -2.16 -0.88 0.04
H -1.3710 -2.2377 0.3454 2.06 0.77 0.90 0.06
H 2.7176 0.2758 -0.8308 -2.01 -0.66 1.63 0.16
H 0.8912 1.2294 -1.6076 -0.61 -0.28 1.47 0.20
H -0.2196 0.6332 -0.4625 0.55 0.54 -0.09 0.15
H 1.7532 3.0494 -0.0856 -2.08 -1.61 0.13 0.16
H -0.1583 3.0750 -0.3042 1.89 -1.25 0.74 0.13
H -0.6467 2.3438 1.9213 2.70 -0.14 -0.09 0.17
H 0.9495 3.3018 3.5239 0.31 0.37 -1.20 0.09
H 2.2652 3.2547 2.4800 -1.62 0.38 0.10 0.08
H 1.3509 1.0361 3.2631 -0.12 0.11 -1.42 0.14
H 3.1244 1.5038 1.2403 -1.52 -1.63 0.44 0.15
N -3.0223 2.5002 -0.3940 -0.24 0.41 -0.49 0.02
C -4.0529 2.0292 -1.1297 0.64 0.13 0.43 -0.15
C -4.9248 2.8378 -1.8412 0.13 0.27 0.14 -0.06
C -4.7327 4.2145 -1.7939 -0.21 -0.04 0.04 -0.08
C -3.6811 4.7300 -1.0432 -0.08 -0.17 0.00 -0.07
C -2.8599 3.8409 -0.3686 -0.19 -0.72 -0.12 -0.18
H -4.1632 0.9487 -1.1325 -0.04 0.08 -0.03 0.10
H -5.7342 2.4047 -2.4178 0.09 0.02 0.08 0.11
H -5.3966 4.8802 -2.3376 0.19 -0.16 0.18 0.09
H -3.5050 5.7982 -0.9855 -0.01 -0.11 -0.01 0.11
H -2.0234 4.1941 0.2280 -0.08 0.12 0.03 0.09
N -0.6335 -5.4920 2.3627 -0.71 0.01 0.60 0.04
C -0.5088 -5.2255 3.6814 -0.03 -0.16 -0.87 -0.17
C -1.5367 -5.3756 4.5984 -0.20 -0.07 -0.11 -0.07
C -2.7704 -5.8225 4.1370 -0.02 0.00 0.00 -0.07
C -2.9305 -6.1034 2.7840 0.07 0.07 0.26 -0.07
C -1.8424 -5.9259 1.9447 0.81 0.27 0.13 -0.15
H 0.4717 -4.8766 3.9918 -0.06 -0.04 0.04 0.10
H -1.3794 -5.1492 5.6469 0.01 -0.02 -0.10 0.10
H -3.6002 -5.9510 4.8259 0.11 0.01 -0.08 0.11
H -3.8793 -6.4527 2.3930 0.11 0.02 0.02 0.10
H -1.9161 -6.1351 0.8811 -0.04 0.00 0.09 0.10
N 7.3998 -5.3589 -0.2855 -0.92 -0.10 0.55 0.06
C 6.8194 -4.3604 0.4155 0.50 -0.62 -0.54 -0.15
C 5.6485 -4.5081 1.1416 -0.09 -0.27 -0.07 -0.10
C 5.0306 -5.7542 1.1477 -0.03 -0.03 -0.01 -0.09
C 5.6031 -6.8018 0.4337 -0.15 0.24 0.16 -0.07
C 6.7779 -6.5576 -0.2593 0.55 0.77 -0.11 -0.14
H 7.3375 -3.4066 0.3770 -0.04 -0.05 0.03 0.10
H 5.2282 -3.6718 1.6887 0.06 -0.05 -0.02 0.09
H 4.1107 -5.9078 1.7043 0.09 0.00 -0.05 0.10
H 5.1460 -7.7847 0.4180 0.06 0.09 0.00 0.10
H 7.2655 -7.3440 -0.8286 -0.07 0.05 0.06 0.11
N -4.0188 5.7860 -4.1867 0.09 0.94 -0.76 0.04
C -5.0555 6.1055 -4.9920 0.68 -0.25 0.55 -0.14
C -5.0674 7.2070 -5.8326 0.21 0.13 0.02 -0.07
C -3.9504 8.0357 -5.8474 -0.01 0.00 -0.01 -0.07
C -2.8676 7.7340 -5.0278 -0.20 0.01 -0.12 -0.07
C -2.9477 6.6082 -4.2242 -0.70 -0.58 0.04 -0.15
H -5.9048 5.4303 -4.9422 0.01 0.06 -0.05 0.10
H -5.9268 7.4140 -6.4602 0.08 -0.04 0.07 0.11
H -3.9237 8.9092 -6.4924 -0.01 -0.11 0.08 0.11
H -1.9827 8.3602 -5.0159 -0.08 -0.07 0.01 0.10
H -2.1271 6.3285 -3.5695 -0.02 0.05 -0.04 0.10
```
Forces are in eV/Å.

Output
M: 523.6 Da
Kohn-Sham gap: 7.223 eV
LUMO energy: -3.7 eV
total charge: +1

---

(2)
Molecular formula: C26H36NOP2Pt
Method: DFT, ωB97M-V/def2-TZVPD

Geometry as XYZ:
```
67
Properties=species:S:1:pos:R:3:forces:R:3:lowdin_charge:R:1
Pt -0.0060 -0.0719 0.1913 -0.10 2.95 -0.81 0.84
C 1.7898 2.7565 -1.0701 -0.11 -0.16 0.18 -0.24
P 1.4844 2.3066 0.6886 -0.71 0.36 -0.85 0.90
C 3.0034 3.0268 1.4400 -0.13 -0.71 0.20 -0.23
C 0.2671 3.6375 1.1467 0.06 -0.38 0.11 -0.41
C -1.0837 3.3941 0.4928 0.20 -0.25 -0.17 -0.41
P -1.6993 1.6828 0.7980 -0.24 -0.67 0.31 0.77
C -2.1286 1.7491 2.5799 0.18 0.05 -0.19 -0.26
C -3.3704 1.8429 0.0485 0.34 -0.26 -0.02 -0.24
H 1.8976 3.8370 -1.1768 0.06 0.01 0.04 0.05
H 0.9790 2.3995 -1.7059 0.04 0.00 0.04 0.03
H 2.7055 2.2661 -1.3950 0.06 -0.07 -0.08 0.04
H 3.1263 4.0700 1.1530 -0.18 0.02 -0.12 0.06
H 3.8650 2.4534 1.1026 0.06 -0.02 0.02 0.04
H 2.9454 2.9527 2.5243 0.06 0.00 0.06 0.05
H 0.6648 4.6145 0.8553 0.04 -0.11 0.07 0.09
H 0.1631 3.6199 2.2346 0.04 0.10 0.03 0.08
H -0.9957 3.5103 -0.5918 -0.06 0.01 0.02 0.08
H -1.8346 4.1115 0.8432 0.02 -0.16 -0.03 0.10
H -2.5945 2.7045 2.8179 -0.09 0.03 0.04 0.05
H -1.2375 1.6133 3.1897 -0.02 -0.02 0.01 0.03
H -2.8240 0.9419 2.8106 0.02 -0.02 0.03 0.04
H -3.9893 2.4989 0.6604 0.03 0.05 -0.02 0.05
H -3.8493 0.8686 -0.0314 -0.04 0.00 -0.04 0.03
H -3.2718 2.2626 -0.9509 -0.08 -0.03 -0.07 0.05
O -0.3862 -0.8285 2.9410 0.68 -0.49 -1.41 -0.01
C 0.1003 -1.0791 1.9055 -0.84 -0.13 3.00 -0.32
C 5.5786 -0.0633 1.4050 0.13 0.07 -0.17 -0.08
C 4.3822 -0.1812 2.1286 -0.17 -0.02 0.06 -0.09
C 3.1922 -0.3324 1.4738 -0.20 -0.10 0.39 -0.10
C 3.1194 -0.3858 0.0643 0.41 -0.11 -0.08 -0.24
C 1.9039 -0.5116 -0.6523 -1.85 -0.49 -0.50 -0.27
C 1.9190 -0.5898 -2.0207 0.25 -0.11 -0.05 -0.14
C 3.1291 -0.4894 -2.7373 0.18 0.01 -0.01 -0.08
C 4.3093 -0.3259 -2.0727 0.01 -0.01 -0.27 -0.04
C 4.3409 -0.2868 -0.6635 -0.42 0.05 0.16 -0.18
C 5.5501 -0.1128 0.0404 0.18 0.00 0.11 -0.03
H 6.5116 0.0743 1.9313 0.09 -0.01 0.00 0.11
H 4.4113 -0.1384 3.2076 -0.05 -0.04 0.09 0.11
H 2.2698 -0.4276 2.0375 0.36 0.05 -0.03 0.05
H 1.0053 -0.7315 -2.5885 0.00 0.07 0.12 0.08
H 3.1103 -0.5311 -3.8166 0.04 -0.01 -0.10 0.10
H 5.2411 -0.2252 -2.6113 0.07 -0.02 -0.08 0.11
H 6.4609 -0.0208 -0.5319 0.15 0.01 -0.05 0.11
C -3.8896 -4.0818 0.2318 -0.67 -0.43 -0.33 0.00
N -2.7698 -3.3826 0.8830 0.15 -0.29 0.29 -0.16
C -3.1943 -2.0484 1.3351 -0.20 0.84 0.36 0.00
C -1.5513 -3.3225 -0.0076 0.83 0.33 -0.51 -0.08
C -1.7690 -2.4369 -1.2023 -0.05 -0.04 0.33 -0.27
C -2.3444 -2.9845 -2.3470 -0.04 0.18 -0.01 -0.06
C -2.6108 -2.1895 -3.4450 -0.10 -0.08 -0.13 -0.07
C -2.3047 -0.8394 -3.3999 -0.10 0.01 0.04 -0.07
C -1.7138 -0.3015 -2.2677 -0.34 0.16 -0.23 -0.16
C -1.4253 -1.0821 -1.1511 2.01 0.62 0.33 -0.24
H -4.7262 -4.1740 0.9206 0.06 0.11 0.10 0.11
H -3.5919 -5.0797 -0.0818 0.17 0.03 0.04 0.11
H -4.2047 -3.5180 -0.6453 0.09 0.04 0.13 0.11
H -2.4977 -3.9208 1.7113 -0.03 0.09 -0.15 0.19
H -3.4062 -1.4297 0.4652 -0.01 -0.16 -0.01 0.09
H -2.4033 -1.5708 1.9080 0.05 -0.14 -0.06 0.07
H -4.0826 -2.1271 1.9567 -0.04 -0.19 -0.02 0.11
H -1.3267 -4.3448 -0.3129 -0.08 -0.03 0.15 0.14
H -0.7208 -2.9196 0.5837 -0.27 -0.21 0.02 0.09
H -2.5656 -4.0426 -2.3836 -0.03 -0.11 -0.03 0.11
H -3.0622 -2.6169 -4.3261 0.00 -0.07 -0.13 0.11
H -2.5098 -0.2085 -4.2528 -0.03 0.04 -0.07 0.11
H -1.4832 0.7596 -2.2647 0.10 -0.12 -0.04 0.08
```
Forces are in eV/Å.

Output
M: 635.6 Da
Kohn-Sham gap: 6.943 eV
LUMO energy: -2.7 eV
total charge: +1

---

(3)
Molecular formula: C26H37As3NRe
Method: DFT, ωB97M-V/def2-TZVPD

Geometry as XYZ:
```
68
Properties=species:S:1:pos:R:3:forces:R:3:mulliken_spin:R:1
Re -0.0513 -0.1039 0.2088 -0.85 0.70 0.05 0.74
C 0.3851 4.1439 -0.5084 0.12 -0.09 -0.01 -0.01
C -0.9509 4.4860 -0.3362 -0.01 0.00 0.00 0.05
C -1.9078 3.5229 -0.0265 -0.06 -0.11 0.02 -0.02
C -1.5382 2.1943 0.1160 -0.34 -0.01 0.06 0.00
C -0.1676 1.8478 -0.0618 0.12 -0.48 0.05 0.01
C 0.7800 2.8218 -0.3708 0.21 0.15 -0.06 0.02
C -2.5260 1.1260 0.4486 -0.11 0.43 -0.04 0.02
C -3.8875 1.3483 0.6442 0.18 0.08 -0.04 -0.01
C -4.7127 0.2911 0.9490 -0.03 -0.11 0.02 0.01
C -4.2036 -1.0171 1.0667 -0.01 0.01 0.00 0.00
C -5.0087 -2.1388 1.3778 -0.01 0.01 0.00 0.00
C -4.4486 -3.3814 1.4762 0.01 0.00 0.00 0.00
C -3.0640 -3.5541 1.2684 -0.03 -0.03 0.01 0.00
C -2.2593 -2.4853 0.9657 -0.03 0.11 -0.01 0.08
C -2.8221 -1.2045 0.8613 -0.04 -0.36 0.06 0.00
N -2.0266 -0.1266 0.5586 0.74 -0.17 -0.11 0.01
H 1.1127 4.9072 -0.7489 0.01 -0.01 0.00 0.00
H -1.2571 5.5180 -0.4439 0.00 0.01 0.00 0.00
H -2.9350 3.8351 0.0988 0.00 -0.01 0.00 0.00
H 1.8230 2.5571 -0.5062 0.00 0.01 0.00 0.00
H -4.2935 2.3438 0.5578 0.00 0.00 0.00 0.00
H -5.7719 0.4615 1.1016 -0.01 0.01 0.00 0.00
H -6.0700 -1.9953 1.5355 0.00 0.00 0.00 0.00
H -5.0619 -4.2394 1.7136 0.00 0.00 0.00 0.00
H -2.6399 -4.5464 1.3511 0.00 0.00 0.00 0.00
H -1.1897 -2.6243 0.8074 0.00 -0.03 0.00 -0.02
C 3.0270 -0.0147 2.2663 -0.09 0.27 -0.14 0.00
As 1.4090 -1.0444 1.9890 0.63 -0.37 0.41 0.06
C 0.5918 -1.1099 3.7352 -0.21 0.12 -0.07 0.00
C 1.8685 -2.9212 1.6411 -0.18 -0.14 -0.23 0.00
C 2.4327 -3.3663 0.2788 0.13 0.30 -0.43 0.00
C 2.7825 -4.8588 0.4030 -0.08 -0.02 0.05 0.00
C 1.3808 -3.2963 -0.8551 -0.22 -0.12 0.38 0.00
As 0.7724 -1.5904 -1.6053 0.41 -0.50 -0.36 0.05
C -0.5780 -2.1275 -2.8732 -0.15 0.15 0.07 0.00
C 2.1726 -0.8167 -2.6946 -0.05 0.27 0.04 0.00
C 3.6714 -2.5538 -0.1348 -0.26 -0.72 0.37 0.00
As 5.4223 -2.6771 0.8085 1.15 1.85 -0.20 0.00
C 5.2379 -3.2604 2.6568 -0.46 -0.67 -0.23 0.00
C 6.3284 -4.1633 -0.0408 -0.61 -0.52 0.21 0.00
H 3.6166 -0.4990 3.0442 -0.05 -0.10 -0.04 0.00
H 2.7347 0.9759 2.6124 -0.01 0.01 0.03 0.00
H 3.6203 0.0798 1.3597 0.04 -0.08 0.02 0.00
H 1.2808 -1.5818 4.4355 0.05 -0.01 -0.07 0.00
H -0.3317 -1.6844 3.6850 0.00 -0.01 0.03 0.00
H 0.3753 -0.0956 4.0666 0.00 0.00 0.03 0.00
H 0.9548 -3.4801 1.8640 -0.04 0.00 0.03 0.00
H 2.5759 -3.1751 2.4343 0.05 0.12 0.01 0.00
H 1.8907 -5.4547 0.6024 -0.04 -0.03 0.00 0.00
H 3.4838 -5.0383 1.2167 0.02 0.05 -0.05 0.00
H 3.2305 -5.2273 -0.5211 0.02 0.04 0.02 0.00
H 0.4671 -3.8138 -0.5465 -0.08 -0.01 -0.07 0.00
H 1.7593 -3.8443 -1.7232 0.00 0.10 -0.05 0.00
H -0.1377 -2.8210 -3.5895 0.06 0.00 0.04 0.00
H -0.9443 -1.2472 -3.3986 -0.01 -0.01 -0.03 0.00
H -1.4004 -2.6118 -2.3494 -0.01 -0.02 -0.02 0.00
H 2.6028 -1.6038 -3.3138 -0.04 -0.06 0.06 0.00
H 2.9511 -0.3543 -2.0937 0.01 -0.05 0.00 0.00
H 1.7136 -0.0658 -3.3361 0.00 0.00 -0.02 0.00
H 3.4319 -1.4870 -0.1592 0.00 0.06 0.04 0.00
H 3.9585 -2.8247 -1.1553 -0.05 -0.01 -0.02 0.00
H 4.6948 -2.5330 3.2555 0.00 0.03 0.04 0.00
H 6.2528 -3.3284 3.0485 -0.02 0.03 -0.06 0.00
H 4.7722 -4.2433 2.7278 0.03 -0.01 0.31 0.00
H 6.4043 -3.9827 -1.1111 0.00 0.02 0.01 0.00
H 5.7893 -5.0917 0.1519 0.23 -0.13 -0.16 0.00
H 7.3310 -4.2320 0.3781 -0.04 0.06 0.01 0.00
```
Forces are in eV/Å.

Output
M: 774.6 Da
spin multiplicity: 2
Kohn-Sham gap (spin up / spin down): 3.900 / 3.615 eV
LUMO energy (spin up / spin down): -11.0 / -11.3 eV
relative energy (zero: lowest compared OMol25 entry of this formula, charge and spin): 0.284 eV
total charge: +3

---

- The highest M belongs to which entry?
  C26H37As3NRe

---

- Among the records above, which one has the highest total charge?
  C26H37As3NRe

---

- Among the records above, which one has the highest total charge?
  C26H37As3NRe